No. 1
This record from the Open Molecules 2025 dataset describes one molecule with the formula C6H10O. The level of theory is ωB97M-V/def2-TZVPD.

Structure (ORCA input):
```
! wB97M-V def2-TZVPD RIJCOSX def2/J DEFGRID3
* xyz 0 1
C -0.4228 2.5842 0.8123
O -0.5132 1.1813 0.5449
C -0.8613 0.8595 -0.6797
C 0.8396 -0.8019 -1.1392
C 1.0275 -1.3745 0.2829
C -0.5024 -1.5296 0.4085
C -0.6888 -0.6240 -0.8336
H -0.9185 2.7780 1.7661
H -0.8932 3.1325 -0.0065
H 0.6368 2.8439 0.8885
H 1.3839 0.1177 -1.3821
H 1.0177 -1.5301 -1.9345
H 1.6268 -2.2858 0.3651
H 1.4221 -0.6290 0.9791
H -0.8333 -2.5534 0.2079
H -0.9616 -1.1802 1.3374
H -1.3594 -0.9885 -1.6168
*
```

Summary:
- Gap between HOMO and LUMO: 0.3418 Ha
- E: -8428.0907 eV
- E_HOMO: -0.3032 Ha
- ΔE to the lowest compared entry with this formula, charge and spin: 3.150 eV
- LUMO: 1.05 eV

Here are the natural (NBO) charges for atoms 1 to 6, given in e: -0.248 -0.513 0.270 -0.375 -0.404 -0.404

No. 2
This record from the Open Molecules 2025 dataset describes one molecule with the formula C3H3N3O2 in a non-equilibrium geometry. The level of theory is ωB97M-V/def2-TZVPD.

Structure (ORCA input):
```
! wB97M-V def2-TZVPD RIJCOSX def2/J DEFGRID3
* xyz 0 1
H 2.6286 -1.7598 0.1113
N 2.5783 -0.6776 0.1361
C 1.3844 -0.1195 0.0106
N 1.2892 1.2954 -0.1940
N 0.1159 1.8499 -0.2243
C -1.0745 1.2732 0.2292
C -1.0265 -0.0902 -0.2051
O -2.0796 -0.8198 -0.0093
O 0.0781 -0.8006 -0.3992
H -1.9945 1.7080 0.3875
H -1.8993 -1.8591 0.1571
*
```

Summary:
- Gap between HOMO and LUMO: 0.3113 Ha
- Structure (SMILES): [H]/N=c1/nncc(O)o1
- E: -11720.6383 eV
- E_HOMO: -0.3295 Ha
- ΔE to the lowest compared entry with this formula, charge and spin: 5.319 eV
- LUMO: -0.49 eV

Here are the natural (NBO) charges for atoms 1 to 6, given in e: 0.370 -0.632 0.596 -0.242 -0.099 -0.271

No. 3
This record from the Open Molecules 2025 dataset describes C20H21BrCoN5O2S5 as an isolated structure in a non-equilibrium geometry. The level of theory is ωB97M-V/def2-TZVPD.

Structure (ORCA input):
```
! wB97M-V def2-TZVPD RIJCOSX def2/J DEFGRID3
* xyz -1 2
Co 2.0035 0.6544 -0.1014
O -0.9491 -3.2883 -2.3752
C 0.2452 -3.3195 -3.0672
C 0.5145 -4.3144 -3.9957
C 1.7449 -4.3333 -4.6358
C 2.6963 -3.3678 -4.3419
C 2.4079 -2.3764 -3.4154
C 1.1770 -2.3325 -2.7735
C 0.8852 -1.2118 -1.7804
O 1.8240 -0.2618 -1.7796
N 0.8374 -1.8617 -0.4381
N 1.0028 -0.9943 0.5844
C 0.9118 -1.6393 1.8149
C 0.5246 -1.0450 2.9189
Br 2.1242 1.9105 1.9984
C 0.1489 -0.4367 4.0109
C -1.2248 -0.4147 4.5444
C -2.3090 -0.8817 3.8013
C -3.5948 -0.7943 4.3066
C -3.8230 -0.2371 5.5588
C -2.7511 0.2278 6.3062
C -1.4626 0.1404 5.8011
H -1.5114 -3.9971 -2.7009
H -0.2317 -5.0733 -4.2091
H 1.9555 -5.1080 -5.3630
H 3.6596 -3.3842 -4.8354
H 3.1112 -1.5930 -3.1626
H -0.1459 -0.8368 -1.9540
H 0.1490 -2.5939 -0.3073
H 1.1771 -2.6970 1.8231
H 0.8920 0.1482 4.5473
H -2.1380 -1.2833 2.8117
H -4.4275 -1.1465 3.7104
H -4.8321 -0.1570 5.9433
H -2.9161 0.6686 7.2815
H -0.6261 0.5152 6.3789
S 2.9860 2.4021 -1.3323
S 4.8493 1.9054 -1.7814
S 5.2800 0.0104 -1.2074
S 4.1855 -0.4841 0.3887
C -0.5886 5.5940 -2.6079
C -1.2943 4.2721 -2.8992
C -1.1243 3.2911 -1.7842
N -0.2319 2.3692 -1.7988
N -0.1829 1.6323 -0.6445
C -1.0714 2.0084 0.2287
N -1.2923 1.3677 1.4200
S -2.0361 3.3434 -0.3067
H -0.6983 6.2852 -3.4449
H 0.4740 5.4229 -2.4356
H -0.9965 6.0758 -1.7175
H -0.8652 3.8020 -3.7844
H -2.3567 4.4377 -3.0973
H -0.4046 1.0048 1.7718
H -1.6812 1.9753 2.1274
*
```

Summary:
- <S²>: 0.887
- Gap between HOMO and LUMO (alpha / beta): 0.1958 / 0.1624 Ha
- E: -194471.6418 eV
- E_HOMO (alpha / beta): -0.1138 / -0.1121 Ha
- ΔE to the lowest compared entry with this formula, charge and spin: 1.806 eV
- LUMO (alpha / beta): 2.23 / 1.37 eV

Here are the natural (NBO) charges for atoms 1 to 6, given in e: 1.008 -0.695 0.366 -0.331 -0.209 -0.250

No. 4
This record from the Open Molecules 2025 dataset describes a 2-piece molecular cluster, C16H36ClI2O6PS2Si2 overall in a non-equilibrium geometry. The level of theory is ωB97M-V/def2-TZVPD.

Structure (ORCA input):
```
! wB97M-V def2-TZVPD RIJCOSX def2/J DEFGRID3
* xyz 0 1
C 2.4287 6.6425 0.7605
C 1.5340 6.0552 2.0037
C 0.0905 5.3695 1.5145
O 0.2131 4.5654 0.2888
C 0.3540 3.1285 0.5701
O 1.1538 2.3753 -0.4095
C 2.5541 2.8061 -0.4325
C 3.5215 2.1492 0.7179
I 4.5558 3.5275 2.1350
C 3.8022 0.7023 0.9236
C 4.8295 0.1905 2.0949
I 2.8519 -0.8370 -0.3369
P 3.2277 2.4179 -2.2351
O 3.3249 3.8526 -3.2294
O 2.0697 1.3490 -3.0051
S 5.0244 1.6382 -2.2297
C -1.1249 2.3493 0.6321
S -1.8613 2.3573 2.3895
O -2.1448 2.9674 -0.2295
C -1.7875 2.9100 -1.6553
Cl -1.5959 1.1975 -2.3487
H 3.5705 6.5493 1.0158
H 2.1441 6.2209 -0.2979
H 2.1959 7.8129 0.7107
H 2.0603 5.2381 2.6551
H 1.3415 6.9785 2.7363
H -0.6305 6.3031 1.3322
H -0.3112 4.7945 2.4518
H 0.8308 3.0313 1.6531
H 2.6781 3.9837 -0.3411
H 4.8460 -0.9976 2.0529
H 4.5825 0.5472 3.1767
H 5.9245 0.5138 1.7289
H 4.2100 4.2649 -2.9805
H 1.4890 1.9721 -3.5418
H -0.8903 1.2255 0.4012
H -1.2612 1.2700 3.0453
H -0.8667 3.6306 -1.8949
H -2.7048 3.3995 -2.2431
C -0.8266 -6.6765 -0.5499
Si -2.5564 -6.1430 -0.0343
C -3.7178 -6.3900 -1.4941
C -3.1224 -7.2775 1.3512
O -2.5533 -4.5291 0.4366
Si -2.1913 -3.0308 -0.2339
C -2.4619 -1.6305 0.9893
C -3.2814 -2.7086 -1.7345
C -0.3905 -2.9820 -0.7807
H -0.5069 -6.1371 -1.4460
H -0.8026 -7.7473 -0.7690
H -0.1093 -6.4706 0.2503
H -4.7159 -6.0089 -1.2583
H -3.8057 -7.4515 -1.7441
H -3.3470 -5.8628 -2.3776
H -4.1398 -7.0326 1.6664
H -2.4600 -7.1957 2.2187
H -3.1125 -8.3191 1.0147
H -3.5050 -1.5936 1.3168
H -2.2178 -0.6714 0.5254
H -1.8253 -1.7535 1.8705
H -3.0603 -3.4179 -2.5357
H -3.1146 -1.6986 -2.1185
H -4.3382 -2.8063 -1.4674
H -0.2136 -3.6931 -1.5922
H 0.2685 -3.2402 0.0537
H -0.1221 -1.9839 -1.1373
*
```

Summary:
- Gap between HOMO and LUMO: 0.2996 Ha
- Structure (SMILES): CCCO[C@H](O[C@@H](/C(I)=C(/C)I)P(O)(O)=S)[C@@H](S)OCCl.C[Si](C)(C)O[Si](C)(C)C
- E: -104898.4808 eV
- E_HOMO: -0.3203 Ha
- LUMO: -0.56 eV

Here are the natural (NBO) charges for atoms 1 to 6, given in e: -0.659 -0.446 -0.096 -0.578 0.351 -0.554

No. 5
This record from the Open Molecules 2025 dataset describes C45H51BrF12IrN3O3SSi as an isolated structure in a non-equilibrium geometry. The level of theory is ωB97M-V/def2-TZVPD.

Structure (ORCA input):
```
! wB97M-V def2-TZVPD RIJCOSX def2/J DEFGRID3
* xyz 1 2
Ir -2.0056 -0.0031 0.6082
C -1.2100 3.5858 -4.7866
C -1.2968 2.4024 -3.8591
C -0.2376 1.5103 -3.7177
C -0.3311 0.4320 -2.8536
C -1.4921 0.2238 -2.1205
N -1.6388 -0.7961 -1.1699
C -1.5722 -2.1385 -1.4888
C -1.3931 -2.4996 -2.8392
C -1.3291 -3.8103 -3.2517
C -1.4641 -4.8631 -2.3500
C -1.4274 -6.3012 -2.7900
C -1.6905 -4.5188 -1.0330
C -1.7576 -3.1947 -0.5811
C -2.0546 -2.9972 0.8956
O -2.3777 -1.7097 1.3118
C -0.8291 -3.3843 1.7545
F -1.0931 -3.2930 3.0637
F -0.3425 -4.5995 1.5202
F 0.1466 -2.5024 1.4864
C -3.2917 -3.8522 1.3575
F -2.9447 -5.1079 1.6745
F -4.2155 -3.9009 0.4030
F -3.8595 -3.3186 2.4446
C -2.5789 1.0883 -2.2724
C -2.4601 2.1762 -3.1294
C -3.8799 0.7312 -1.5232
O -3.7469 0.3250 -0.1916
C -4.6191 -0.4362 -2.3001
F -4.3120 -1.6224 -1.7816
F -4.2792 -0.4498 -3.5965
F -5.9504 -0.3165 -2.2416
C -4.8578 1.9414 -1.4649
F -4.2432 3.0440 -0.9969
F -5.8856 1.7061 -0.6542
F -5.3470 2.2466 -2.6764
H -0.3219 3.5298 -5.4146
H -1.1659 4.5269 -4.2302
H -2.0819 3.6389 -5.4386
H 0.6645 1.6547 -4.3015
H 0.4856 -0.2715 -2.7488
H -1.3290 -1.7227 -3.5863
H -1.1932 -4.0188 -4.3067
H -0.9244 -6.4043 -3.7509
H -2.4362 -6.7036 -2.9007
H -0.9044 -6.9251 -2.0651
H -1.8385 -5.3187 -0.3204
H -3.2882 2.8519 -3.2849
C 4.9636 -1.2640 2.7266
C 3.4573 -1.3784 2.3716
C 2.6342 -0.7580 3.5082
C 3.1189 -2.8728 2.2967
Si 3.3275 -0.4752 0.7103
Br 0.5406 0.3310 0.7857
C 3.8109 1.3594 0.6375
C 3.5823 2.0950 1.9622
C 3.1331 2.1652 -0.4820
C 5.3337 1.3313 0.3426
C 3.4519 -1.4950 -0.8729
C 2.2621 -2.4796 -0.9598
C 4.7798 -2.2813 -0.8309
C 3.4489 -0.6447 -2.1488
H 5.1236 -1.7694 3.6829
H 5.2899 -0.2313 2.8524
H 5.6124 -1.7469 1.9917
H 2.8199 -1.3464 4.4112
H 1.5655 -0.7967 3.2956
H 2.9120 0.2703 3.7254
H 3.2748 -3.3009 3.2913
H 3.7658 -3.4179 1.6126
H 2.0917 -3.0545 2.0195
H 2.5257 2.1185 2.2336
H 3.9248 3.1273 1.8415
H 4.1504 1.6639 2.7858
H 2.0499 2.1829 -0.3987
H 3.3964 1.8125 -1.4741
H 3.4857 3.1967 -0.4014
H 5.9113 0.8466 1.1304
H 5.6874 2.3639 0.2724
H 5.5698 0.8438 -0.6051
H 2.3635 -3.3186 -0.2738
H 2.2265 -2.8861 -1.9744
H 1.3013 -2.0002 -0.7634
H 4.8724 -2.9288 0.0383
H 5.6504 -1.6219 -0.8652
H 4.8206 -2.9217 -1.7161
H 2.5079 -0.1094 -2.2771
H 3.5677 -1.3188 -3.0016
H 4.2683 0.0719 -2.1865
N -6.3990 -1.0160 4.9368
C -5.3479 -0.6385 4.6735
C -4.0354 -0.1519 4.3490
C -3.0884 0.0867 5.3386
C -1.8479 0.5708 4.9628
C -1.5853 0.7799 3.6233
N -2.4921 0.5365 2.6686
C -3.6985 0.0818 3.0245
H -3.3255 -0.1094 6.3754
H -1.0826 0.7762 5.6971
H -0.6204 1.1375 3.2885
H -4.4085 -0.1043 2.2275
C -2.6129 4.3074 1.3075
S -1.2867 3.1152 1.1874
O -1.9054 2.0966 0.2284
C -0.1282 4.0690 0.2515
C 0.9168 4.6432 0.9603
C 1.8057 5.4703 0.2888
C 1.6507 5.6855 -1.0739
C 0.6149 5.0751 -1.7735
C -0.2896 4.2591 -1.1133
H -2.9599 4.5348 0.3020
H -2.2340 5.1981 1.8066
H -3.4085 3.8468 1.8910
H 1.0270 4.4567 2.0222
H 2.6171 5.9422 0.8271
H 2.3387 6.3363 -1.5970
H 0.5086 5.2495 -2.8366
H -1.1016 3.7690 -1.6395
*
```

Summary:
- <S²>: 0.754
- Gap between HOMO and LUMO (alpha / beta): 0.2233 / 0.1702 Ha
- E: -182305.8414 eV
- E_HOMO (alpha / beta): -0.3460 / -0.3429 Ha
- ΔE to the lowest compared entry with this formula, charge and spin: 0.009 eV
- LUMO (alpha / beta): -3.34 / -4.70 eV

Here are the Löwdin charges for atoms 1 to 6, given in e: 1.408 -0.036 -0.269 -0.016 -0.020 -0.287

No. 6
This record from the Open Molecules 2025 dataset describes a 6-piece molecular cluster, C6H22IN8O5 overall in a non-equilibrium geometry. The level of theory is ωB97M-V/def2-TZVPD.

Structure (ORCA input):
```
! wB97M-V def2-TZVPD RIJCOSX def2/J DEFGRID3
* xyz -1 1
I -0.5477 -1.6932 1.0126
C 6.0177 -1.9238 4.4911
C 5.0098 -0.8849 4.8567
O 3.7772 -1.6584 5.0337
H 6.9793 -1.4764 4.2395
H 5.5994 -2.5264 3.6849
H 6.1501 -2.5394 5.3808
H 4.8670 -0.1705 4.0459
H 5.2430 -0.4765 5.8400
H 3.2932 -1.6935 4.2053
C 1.3642 3.8282 -3.2091
O 1.9085 2.9102 -3.7483
N 1.2637 5.0279 -3.7526
N 0.7335 3.8284 -2.0635
H 1.6351 5.1881 -4.6781
H 0.6892 5.7099 -3.2784
H 0.7394 2.9373 -1.5881
H 0.5912 4.6954 -1.5654
C 1.4729 4.2376 5.0074
O 2.2835 4.5201 4.1286
N 1.4338 4.8048 6.1948
N 0.4161 3.4604 4.8789
H 0.5264 4.6020 6.5893
H 2.1664 5.4373 6.4833
H -0.1097 3.3941 5.7387
H 0.2366 2.8196 4.1191
C -6.3068 -0.8612 -3.1774
O -6.4240 -1.8671 -2.5285
N -5.3593 0.0444 -3.0527
N -7.1028 -0.4908 -4.1910
H -5.3505 0.6928 -3.8270
H -4.6618 0.0320 -2.3223
H -7.0574 0.3748 -4.7095
H -7.7909 -1.1095 -4.5956
C -2.0661 -6.3059 -3.7871
O -2.8973 -6.3263 -2.9268
N -2.1305 -6.8008 -4.9790
N -0.9341 -5.5583 -3.6856
H -3.0431 -7.1603 -5.2201
H -1.4772 -6.6869 -5.7407
H -0.1519 -5.4994 -4.3220
H -0.9861 -4.8358 -2.9818
*
```

Summary:
- Gap between HOMO and LUMO: 0.2110 Ha
- E: -36841.5350 eV
- E_HOMO: -0.1245 Ha
- ΔE to the lowest compared entry with this formula, charge and spin: 1.480 eV
- LUMO: 2.35 eV

Here are the natural (NBO) charges for atoms 1 to 6, given in e: -0.999 -0.621 -0.068 -0.746 0.193 0.214

No. 7
This record from the Open Molecules 2025 dataset describes an isolated ion of composition C3H3ClNO and charge +1 in a non-equilibrium geometry. The level of theory is ωB97M-V/def2-TZVPD.

Structure (ORCA input):
```
! wB97M-V def2-TZVPD RIJCOSX def2/J DEFGRID3
* xyz 1 1
C -0.0924 -0.0665 0.7358
C -1.3956 0.3755 0.5753
C 0.7659 -0.6021 -0.4772
N 1.0776 -0.0193 -1.5020
O -2.4621 0.5689 0.3395
Cl 0.3303 1.4283 -1.9822
H 0.6207 0.7836 1.0482
H -0.1506 -0.9170 1.5274
H 1.3063 -1.5514 -0.2648
*
```

Summary:
- Gap between HOMO and LUMO: 0.3357 Ha
- E: -19208.9163 eV
- E_HOMO: -0.5562 Ha
- ΔE to the lowest compared entry with this formula, charge and spin: 0.476 eV
- LUMO: -6.00 eV

Here are the natural (NBO) charges for atoms 1 to 6, given in e: -0.745 0.958 0.125 -0.314 -0.200 0.184